1.
Computed, not measured: a cluster of 10 separate species, C7H32NO9 in total at a distorted geometry, with ωB97M-V/def2-TZVPD.

Geometry as XYZ:
```
49
Properties=species:S:1:pos:R:3
C -1.89 0.90 0.95
C -1.09 -0.36 1.44
C 0.05 0.05 2.36
C 1.18 -2.24 2.24
C 1.20 -0.87 2.33
C 2.61 -0.26 2.30
C 3.27 -0.21 3.41
N -1.67 1.22 -0.53
H -1.60 1.76 1.48
H -2.98 0.70 1.15
H -1.78 -1.00 2.01
H -0.78 -0.92 0.60
H -0.03 0.01 3.55
H 0.40 1.24 2.26
H 2.06 -2.85 2.08
H 0.37 -2.76 2.14
H 2.97 0.34 1.44
H 2.75 -0.41 4.37
H 4.27 -0.06 3.64
H -2.15 0.54 -1.15
H -0.69 1.25 -0.82
H -1.91 2.28 -0.79
H -4.51 2.05 -2.49
H -3.93 0.73 -1.69
O -4.10 1.69 -1.70
H 1.63 1.55 0.30
H 2.39 2.93 0.38
O 1.64 2.43 0.78
H -3.37 -1.48 -1.58
H -3.07 -1.40 -3.11
O -3.44 -0.84 -2.35
H 0.36 3.48 0.27
H -0.08 4.41 -0.98
O -0.43 3.72 -0.35
H -5.17 -2.51 0.21
H -4.38 -3.88 0.14
O -4.68 -3.18 -0.29
H -2.02 -3.14 -4.50
H -1.78 -3.95 -3.18
O -2.20 -3.21 -3.58
H 4.34 -3.21 -1.34
H 4.87 -1.87 -2.09
O 4.13 -2.20 -1.60
H 4.65 2.68 0.00
H 4.96 2.00 -1.30
O 4.32 1.96 -0.59
H 1.95 0.23 -2.01
H 1.79 1.69 -2.21
O 1.55 0.98 -1.66
```

## Properties
Kohn-Sham gap	8.906	eV
net charge	+1
HOMO	-11.38	eV
spin multiplicity	1
ΔE to the lowest compared entry with this formula, charge and spin	4.212	eV
electronic energy	-1017.46562	Eh

2.
Computed, not measured: a cluster of 13 separate species, C7H32O12 in total at a distorted geometry, with ωB97M-V/def2-TZVPD.

Geometry as XYZ:
```
51
Properties=species:S:1:pos:R:3
C -1.65 -3.98 0.34
C -1.80 -2.52 0.25
C -2.97 -2.03 -0.53
C -3.28 -0.72 -0.42
C -2.55 0.11 0.48
C -1.39 -0.39 1.15
C -0.99 -1.72 1.07
H -1.38 -4.46 -0.54
H -0.95 -4.28 1.07
H -2.51 -4.62 0.72
H -3.52 -2.55 -1.24
H -4.23 -0.34 -0.73
H -2.63 1.20 0.43
H -0.86 0.13 2.01
H 0.01 -2.04 1.38
H 1.51 0.05 1.44
H 0.63 1.15 1.69
O 1.03 0.35 2.20
H 4.36 3.12 -0.88
H 3.06 3.81 -0.34
O 3.52 3.62 -1.10
H 1.97 -1.45 -0.30
H 2.48 -1.09 -1.68
O 1.79 -1.67 -1.28
H 2.82 1.14 -3.72
H 3.09 1.31 -2.07
O 3.30 0.85 -2.97
H 1.33 2.29 -0.80
H 0.61 0.84 -1.23
O 1.41 1.36 -1.02
H -1.63 0.02 -1.67
H -0.22 -1.03 -1.59
O -0.64 -0.11 -1.74
H 2.67 -1.88 1.71
H 3.89 -1.96 1.02
O 3.06 -1.62 0.99
H 0.45 4.32 2.00
H 1.63 4.63 1.20
O 1.10 3.93 1.45
H 0.64 -1.57 3.52
H 1.27 -2.83 3.86
O 1.17 -2.21 3.20
H -0.87 2.46 -4.22
H -1.40 1.11 -4.44
O -1.75 1.93 -4.11
H -1.36 -0.99 3.92
H -0.34 0.10 3.43
O -0.62 -0.44 4.19
H -2.55 2.92 -2.11
H -3.31 1.75 -2.27
O -2.99 2.28 -1.52
```

## Properties
Kohn-Sham gap	8.490	eV
HOMO	-8.39	eV
spin multiplicity	1
ΔE to the lowest compared entry with this formula, charge and spin	2.833	eV
electronic energy	-1188.66335	Eh

3.
Computed, not measured: a cluster of 10 separate species, C7H34N14O10 in total at a distorted geometry, with ωB97M-V/def2-TZVPD.

Geometry as XYZ:
```
65
Properties=species:S:1:pos:R:3
N 17.87 -38.12 17.55
C 18.55 -37.04 17.95
N 19.54 -36.66 17.11
O 18.44 -36.53 19.08
H 17.99 -38.45 16.61
H 17.15 -38.57 18.10
H 19.60 -37.07 16.20
H 20.27 -36.00 17.37
N 21.45 -36.02 23.41
C 21.46 -34.84 24.10
N 20.32 -34.13 23.91
O 22.34 -34.51 24.89
H 22.29 -36.55 23.63
H 20.72 -36.44 22.88
H 20.10 -33.35 24.50
H 19.60 -34.54 23.35
N 11.88 -37.96 21.23
C 12.98 -37.16 21.05
N 14.09 -37.62 21.70
O 12.95 -36.11 20.42
H 11.07 -37.55 20.79
H 11.77 -38.40 22.12
H 14.85 -36.95 21.70
H 14.03 -38.45 22.26
N 18.55 -33.56 21.03
C 19.25 -32.39 21.09
N 19.20 -31.74 22.29
O 19.83 -31.94 20.12
H 18.58 -34.12 20.19
H 18.11 -33.92 21.87
H 19.64 -30.90 22.61
H 18.70 -32.12 23.08
N 14.22 -39.87 19.77
C 15.16 -40.85 19.70
N 16.40 -40.40 20.06
O 14.89 -41.96 19.24
H 14.37 -39.06 20.36
H 13.34 -40.06 19.33
H 17.18 -41.01 19.89
H 16.53 -39.58 20.63
N 15.89 -32.00 20.93
C 14.65 -32.58 20.92
N 14.78 -33.93 20.78
O 13.59 -31.97 20.89
H 16.00 -31.01 21.03
H 16.72 -32.50 20.66
H 15.52 -34.49 21.17
H 13.98 -34.50 20.55
N 20.81 -37.56 20.24
C 21.96 -36.97 19.89
N 23.12 -37.39 20.47
O 22.00 -35.99 19.12
H 19.87 -37.25 20.00
H 20.89 -38.40 20.79
H 23.88 -36.77 20.27
H 23.13 -38.12 21.16
O 18.49 -38.30 23.27
H 18.22 -37.75 24.02
H 18.39 -39.20 23.59
O 16.77 -36.89 21.40
H 17.48 -37.26 21.96
H 17.24 -36.32 20.77
O 17.05 -34.73 23.18
H 16.56 -35.40 23.67
H 17.21 -34.03 23.82
```

## Properties
Kohn-Sham gap	8.235	eV
HOMO	-9.13	eV
spin multiplicity	1
SMILES	NC(N)=O.NC(N)=O.NC(N)=O.NC(N)=O.NC(N)=O.NC(N)=O.NC(N)=O.O.O.O
ΔE to the lowest compared entry with this formula, charge and spin	1.975	eV
electronic energy	-1806.37576	Eh